6 unconnected molecules or ions with the total composition C30H75BINOSi, computed with ωB97M-V with the def2-TZVPD basis set.

```
110
Properties=species:S:1:pos:R:3:forces:R:3:lowdin_charge:R:1
N -2.269 6.543 0.973 0.487 0.202 -0.045 0.09
B -2.079 5.743 -0.242 0.060 0.339 0.023 -0.81
O -2.359 4.419 -0.192 -0.807 -0.153 0.258 0.09
Si -1.271 6.602 -1.909 -0.255 0.063 -0.089 0.23
I 1.133 6.103 -1.784 -0.064 -0.018 -0.034 0.42
H -2.860 7.341 0.737 -0.045 -0.064 0.084 0.06
H -1.388 6.996 1.227 -0.075 -0.059 0.154 0.06
H -2.956 4.101 -0.877 0.555 -0.298 -0.319 0.09
H -1.808 6.131 -3.209 0.140 -0.027 0.003 -0.09
H -1.369 8.078 -1.875 0.000 -0.006 -0.038 -0.09
C 1.228 3.044 1.307 -0.032 0.019 0.061 -0.10
C 1.744 4.224 2.125 -0.002 -0.035 -0.048 -0.26
C 3.080 4.769 1.625 -0.007 0.033 0.013 -0.23
C 4.248 3.782 1.682 -0.009 -0.008 -0.007 -0.22
C 4.549 3.221 3.071 0.036 0.029 0.017 -0.27
C 4.931 4.292 4.089 -0.034 -0.061 0.003 -0.11
H 1.910 2.194 1.353 0.018 -0.006 -0.007 0.04
H 0.258 2.706 1.673 -0.017 0.003 -0.009 0.07
H 1.110 3.320 0.257 0.016 0.006 -0.012 0.05
H 1.825 3.937 3.177 -0.005 0.003 0.009 0.10
H 1.006 5.031 2.090 -0.009 0.008 0.010 0.10
H 3.337 5.665 2.196 0.000 0.007 0.004 0.10
H 2.950 5.101 0.591 0.043 -0.007 -0.006 0.05
H 5.143 4.290 1.309 0.016 -0.011 -0.008 0.11
H 4.066 2.952 0.993 -0.022 -0.004 0.003 0.10
H 5.369 2.504 2.985 -0.010 -0.026 0.006 0.10
H 3.690 2.654 3.443 -0.011 -0.007 -0.025 0.09
H 5.806 4.852 3.753 -0.007 0.025 -0.013 0.08
H 5.172 3.847 5.055 0.011 -0.005 0.008 0.07
H 4.120 5.003 4.252 -0.003 0.010 -0.004 0.07
C 3.411 -3.425 0.150 -0.011 -0.075 0.047 -0.11
C 2.731 -3.204 1.497 -0.024 0.009 -0.070 -0.26
C 2.238 -1.774 1.700 -0.044 0.002 0.027 -0.23
C 3.330 -0.705 1.687 0.033 0.001 -0.061 -0.22
C 4.429 -0.894 2.728 -0.017 0.037 0.091 -0.26
C 3.917 -0.845 4.165 0.077 -0.006 -0.029 -0.10
H 4.307 -2.812 0.039 0.000 0.020 -0.003 0.07
H 3.711 -4.467 0.031 0.005 -0.008 -0.023 0.07
H 2.733 -3.179 -0.671 0.011 0.027 -0.016 0.06
H 3.413 -3.485 2.305 0.003 0.009 0.012 0.10
H 1.873 -3.878 1.578 0.004 -0.016 0.013 0.10
H 1.685 -1.720 2.642 0.011 0.027 0.013 0.09
H 1.513 -1.537 0.913 -0.009 0.002 0.000 0.11
H 2.861 0.270 1.849 0.001 0.011 0.009 0.09
H 3.784 -0.657 0.693 -0.005 -0.003 -0.009 0.11
H 5.171 -0.103 2.590 0.025 -0.009 0.000 0.09
H 4.957 -1.837 2.560 -0.010 -0.004 -0.037 0.10
H 3.415 0.104 4.364 -0.027 -0.003 0.001 0.07
H 4.741 -0.941 4.873 -0.004 0.011 0.025 0.07
H 3.211 -1.649 4.375 -0.012 -0.005 -0.017 0.07
C -4.933 2.823 1.900 -0.068 -0.039 0.006 -0.11
C -5.929 1.667 1.881 0.024 0.031 0.007 -0.26
C -5.802 0.761 0.658 0.043 -0.022 -0.010 -0.23
C -6.038 1.456 -0.683 0.011 -0.004 -0.004 -0.23
C -7.393 2.148 -0.818 -0.028 -0.028 -0.021 -0.27
C -8.577 1.193 -0.702 0.025 0.048 0.008 -0.11
H -5.073 3.491 1.049 0.006 0.014 -0.007 0.06
H -5.049 3.424 2.802 0.021 0.012 0.015 0.07
H -3.903 2.463 1.872 0.012 -0.002 -0.031 0.08
H -6.946 2.065 1.942 -0.017 -0.018 0.011 0.10
H -5.791 1.058 2.778 -0.002 0.001 0.016 0.10
H -6.498 -0.076 0.763 -0.008 -0.005 -0.013 0.10
H -4.801 0.318 0.644 0.006 -0.002 0.020 0.10
H -5.938 0.714 -1.482 -0.003 -0.001 -0.013 0.11
H -5.245 2.190 -0.856 0.008 0.000 0.010 0.09
H -7.432 2.650 -1.788 -0.011 0.013 -0.004 0.10
H -7.485 2.937 -0.066 0.011 0.008 0.002 0.10
H -8.520 0.409 -1.461 0.009 -0.021 0.007 0.07
H -9.522 1.719 -0.839 -0.012 0.003 -0.010 0.07
H -8.611 0.709 0.275 0.002 -0.006 0.008 0.07
C -4.868 -4.420 -0.434 0.002 0.022 0.057 -0.11
C -4.423 -3.255 0.445 -0.054 0.000 -0.069 -0.27
C -3.090 -2.644 0.017 0.007 0.015 -0.007 -0.23
C -1.898 -3.601 0.078 0.007 -0.006 -0.013 -0.23
C -1.642 -4.214 1.454 0.049 0.070 0.003 -0.26
C -1.331 -3.171 2.522 0.015 -0.063 0.038 -0.10
H -4.163 -5.252 -0.390 0.013 -0.006 -0.003 0.06
H -5.840 -4.801 -0.119 -0.016 0.002 -0.003 0.07
H -4.954 -4.110 -1.477 0.019 -0.003 -0.015 0.07
H -4.371 -3.582 1.487 0.017 0.016 0.015 0.10
H -5.184 -2.471 0.412 -0.018 -0.003 0.023 0.09
H -2.885 -1.767 0.636 0.005 0.004 0.006 0.10
H -3.186 -2.272 -1.008 -0.007 0.002 -0.008 0.11
H -1.001 -3.055 -0.235 0.015 -0.005 0.002 0.10
H -2.031 -4.402 -0.654 -0.013 -0.003 -0.007 0.10
H -0.799 -4.905 1.370 0.003 -0.016 0.024 0.10
H -2.498 -4.819 1.765 -0.014 -0.001 -0.022 0.10
H -0.465 -2.572 2.235 -0.011 0.025 -0.016 0.05
H -1.104 -3.641 3.480 0.005 -0.011 0.007 0.07
H -2.166 -2.488 2.685 -0.022 -0.010 -0.014 0.07
C 5.499 -2.537 -6.410 -0.046 -0.028 -0.015 -0.11
C 3.991 -2.726 -6.543 0.044 0.029 -0.003 -0.27
C 3.199 -2.175 -5.359 -0.022 -0.019 0.001 -0.23
C 3.522 -2.826 -4.014 0.042 0.031 0.022 -0.23
C 3.328 -4.340 -3.964 -0.087 -0.020 0.036 -0.27
C 1.888 -4.777 -4.214 0.058 -0.014 -0.004 -0.11
H 5.898 -3.067 -5.544 0.002 -0.004 0.013 0.06
H 6.022 -2.912 -7.290 0.005 0.005 -0.015 0.07
H 5.750 -1.480 -6.297 0.003 0.010 0.020 0.07
H 3.767 -3.788 -6.679 -0.015 -0.007 0.000 0.10
H 3.646 -2.228 -7.452 0.001 -0.007 -0.017 0.10
H 2.131 -2.276 -5.568 -0.009 -0.006 0.005 0.10
H 3.387 -1.100 -5.277 0.006 0.009 -0.008 0.11
H 2.892 -2.366 -3.245 -0.004 0.000 0.009 0.10
H 4.552 -2.592 -3.734 0.005 0.009 0.003 0.10
H 3.641 -4.694 -2.978 0.014 -0.017 0.001 0.09
H 3.989 -4.830 -4.684 0.019 0.019 -0.004 0.10
H 1.212 -4.321 -3.486 -0.011 0.020 -0.008 0.07
H 1.784 -5.859 -4.131 -0.005 -0.011 0.008 0.07
H 1.546 -4.492 -5.210 -0.005 0.011 -0.004 0.06
```
Positions in Å, forces in eV/Å.

The value obtained for the highest occupied orbital energy is -0.335 hartree. As for the multiplicity: 1. The LUMO energy comes out at -0.00389 Ha. As for the SMILES: NB(O)[SiH2]I.CCCCCC.CCCCCC.CCCCCC.CCCCCC.CCCCCC. The value obtained for the electronic energy is -52522.177 eV.

A gas-phase ion, C4H12NS2 (charge +1) at a distorted geometry, computed with ωB97M-V with the def2-TZVPD basis set.

```
19
Properties=species:S:1:pos:R:3:forces:R:3:lowdin_charge:R:1
C 1.844 -0.416 0.644 -1.367 -4.223 -1.128 -0.01
C 0.394 0.020 0.398 0.619 -0.016 -0.565 -0.58
C -0.159 0.830 1.535 -0.178 1.798 -0.966 -0.03
N -0.520 -1.236 0.156 1.128 0.100 0.323 0.17
C 0.290 0.728 -0.961 -0.649 -1.096 -2.041 -0.46
S -1.360 1.330 -1.570 0.587 0.726 0.999 0.51
S -2.471 -0.325 -1.996 -0.369 -0.749 0.159 0.40
H 2.233 0.323 1.215 1.582 1.826 2.173 0.05
H 2.459 -0.467 -0.263 -0.362 -0.177 0.040 0.10
H 1.879 -1.502 1.157 0.108 2.622 -0.815 0.15
H -1.169 1.021 1.278 -1.491 -0.127 0.282 0.06
H 0.175 1.902 1.604 0.551 -1.144 -0.427 0.14
H -0.049 0.428 2.501 0.074 -0.848 1.124 0.09
H -1.372 -0.768 -0.301 0.900 -1.796 1.222 0.00
H -0.639 -1.815 1.038 -0.453 1.157 -1.245 0.20
H 0.004 -1.869 -0.514 -1.109 0.940 0.572 0.18
H 0.790 1.690 -1.073 0.673 -0.356 0.431 0.09
H 0.646 -0.027 -1.739 -0.068 1.242 0.724 0.11
H -2.974 0.151 -3.109 -0.176 0.121 -0.862 -0.16
```
Positions in Å, forces in eV/Å.

The value obtained for the highest occupied orbital energy is -0.463 hartree. As for the multiplicity: 1. The LUMO energy comes out at -0.12397 Ha. The energy relative to the best compared isomer or geometry (same formula, charge and spin) comes out at 117.6 kJ/mol. As for the SMILES: CC(C)([NH3+])CSS. Its net charge is +1. The value obtained for the electronic energy is -27495.764 eV.

2 unconnected molecules or ions with the total composition C6H16OS, computed with ωB97M-V with the def2-TZVPD basis set.

```
24
Properties=species:S:1:pos:R:3:forces:R:3:lowdin_charge:R:1
C 1.064 0.902 3.798 -0.127 0.200 0.203 -0.08
C 1.628 -0.100 2.815 0.008 -0.049 -0.018 -0.30
O 2.711 0.508 2.129 -0.097 -0.290 -0.090 -0.18
C 3.296 -0.374 1.184 -0.052 -0.026 0.043 -0.31
C 4.435 0.348 0.500 0.247 0.124 -0.148 -0.08
H 0.218 0.460 4.351 0.310 0.183 -0.198 0.08
H 0.706 1.801 3.268 0.125 -0.325 0.220 0.08
H 1.837 1.206 4.523 -0.311 -0.106 -0.280 0.08
H 1.984 -1.007 3.341 -0.102 0.211 -0.152 0.12
H 0.855 -0.414 2.088 0.194 0.052 0.185 0.12
H 3.661 -1.282 1.700 -0.110 0.214 -0.147 0.12
H 2.533 -0.689 0.447 0.190 0.048 0.188 0.12
H 5.195 0.655 1.239 -0.294 -0.104 -0.304 0.08
H 4.914 -0.311 -0.244 -0.165 0.261 0.268 0.08
H 4.064 1.249 -0.017 0.162 -0.335 0.196 0.08
C 1.920 5.022 1.094 0.491 0.073 0.196 -0.45
S 0.204 4.821 0.590 0.100 -0.070 -0.029 0.70
C 0.438 3.480 -0.589 0.012 -0.398 -0.340 -0.45
H 1.964 5.832 1.841 -0.045 -0.344 -0.328 0.03
H 2.563 5.295 0.240 -0.293 -0.061 0.293 0.04
H 2.317 4.100 1.552 -0.208 0.317 -0.146 0.03
H 1.106 3.780 -1.414 -0.276 -0.051 0.308 0.04
H 0.860 2.585 -0.102 -0.173 0.341 -0.109 0.03
H -0.547 3.220 -1.011 0.414 0.133 0.190 0.03
```
Positions in Å, forces in eV/Å.

The value obtained for the highest occupied orbital energy is -0.310 hartree. As for the multiplicity: 1. The LUMO energy comes out at 0.03517 Ha. The energy relative to the best compared isomer or geometry (same formula, charge and spin) comes out at 41.3 kJ/mol. As for the SMILES: CCOCC.CSC. The value obtained for the electronic energy is -19363.721 eV.